(1)
7 unconnected molecules or ions with the total composition C25H52O13 at a distorted geometry. Source: the Open Molecules 2025 dataset; level of theory: ωB97M-V/def2-TZVPD.

XYZ file:
```
90
C25H52O13, DFT ωB97M-V/def2-TZVPD
O 1.65 -0.32 0.79
C 1.99 -1.46 0.80
C 3.36 -2.00 0.89
C 3.15 -3.51 1.12
C 1.62 -3.77 0.98
O 1.08 -2.47 0.70
H 3.76 -1.78 -0.10
H 3.97 -1.50 1.60
H 3.72 -4.09 0.44
H 3.50 -3.84 2.11
H 1.29 -4.41 0.21
H 1.17 -4.03 1.93
O 1.71 -2.06 3.34
C 1.85 -0.99 3.83
C 0.92 0.19 3.80
C 1.88 1.31 4.10
C 3.09 0.71 4.83
O 3.01 -0.67 4.40
H 0.34 0.37 2.94
H 0.32 0.01 4.66
H 2.21 1.73 3.13
H 1.43 2.24 4.55
H 4.00 1.12 4.40
H 3.01 0.79 5.89
O -3.62 0.16 2.82
C -3.00 -0.79 2.47
C -3.33 -1.75 1.37
C -2.10 -2.73 1.28
C -1.66 -2.67 2.75
O -1.94 -1.26 3.21
H -4.23 -2.29 1.73
H -3.56 -1.37 0.37
H -2.59 -3.66 0.91
H -1.42 -2.16 0.63
H -2.28 -3.31 3.41
H -0.58 -2.74 2.94
C 2.56 2.84 -0.77
O 2.19 1.72 -1.46
C 1.60 2.11 -2.76
C 0.24 2.69 -2.63
O 0.12 3.98 -2.08
C -1.28 4.41 -2.13
H 3.51 3.29 -1.06
H 2.69 2.43 0.23
H 1.80 3.63 -0.77
H 1.48 1.18 -3.33
H 2.32 2.74 -3.23
H -0.46 2.07 -2.14
H -0.06 2.74 -3.73
H -1.62 4.61 -3.16
H -1.31 5.31 -1.55
H -1.86 3.66 -1.57
C 2.46 -4.87 -3.02
O 2.92 -3.57 -3.47
C 2.96 -2.65 -2.46
C 2.81 -1.31 -3.12
O 1.43 -1.19 -3.41
C 0.98 -1.11 -4.77
H 1.42 -4.77 -2.67
H 3.06 -5.22 -2.21
H 2.63 -5.62 -3.82
H 3.85 -2.72 -1.91
H 2.15 -2.88 -1.72
H 3.34 -1.07 -4.02
H 2.99 -0.53 -2.37
H -0.06 -0.70 -4.82
H 0.97 -2.09 -5.18
H 1.60 -0.46 -5.38
C -5.17 4.16 2.19
O -4.05 4.64 1.44
C -3.16 3.59 1.24
C -3.68 2.40 0.46
O -4.22 2.78 -0.82
C -4.16 1.73 -1.76
H -5.92 3.82 1.43
H -5.58 4.99 2.76
H -4.91 3.41 2.91
H -2.73 3.16 2.20
H -2.39 4.06 0.62
H -4.49 1.96 0.98
H -2.92 1.67 0.36
H -5.13 1.20 -1.70
H -3.26 1.08 -1.57
H -4.06 2.22 -2.74
C -1.09 -0.59 -1.38
O -0.93 0.19 -0.18
H -1.97 -1.29 -1.25
H -1.21 0.08 -2.27
H -0.17 -1.10 -1.71
H 0.05 0.22 0.02
```

Summary:
- SMILES = O=C1CCCO1.O=C1CCCO1.O=C1CCCO1.COCCOC.COCCOC.COCCOC.CO
- relative energy (zero: lowest compared OMol25 entry of this formula, charge and spin) (kcal/mol) = 0.0
- LUMO energy (hartree) = 0.0218
- 2S+1 = 1
- electronic energy (eV) = -53380.6989

=====

(2)
A single C21H24N2O6 molecule at a distorted geometry. Source: the Open Molecules 2025 dataset; level of theory: ωB97M-V/def2-TZVPD.

XYZ file:
```
53
C21H24N2O6, DFT ωB97M-V/def2-TZVPD
C 4.72 3.51 5.78
C 4.79 2.73 4.47
C 3.92 3.33 3.36
C 2.42 3.10 3.60
O 2.09 1.72 3.65
C 1.99 1.00 2.52
C 1.72 -0.36 2.70
C 1.58 -1.21 1.63
C 1.71 -0.71 0.33
C 1.53 -1.56 -0.86
O 1.67 -1.20 -2.00
O 1.15 -2.82 -0.54
C 0.89 -3.68 -1.63
C -0.42 -3.39 -2.38
O -0.69 -3.97 -3.40
N -1.18 -2.46 -1.75
C -2.31 -1.81 -2.22
C -2.98 -2.24 -3.36
C -4.11 -1.60 -3.85
C -4.78 -2.11 -5.08
C -4.61 -0.47 -3.18
C -5.83 0.24 -3.68
C -3.95 -0.03 -2.06
C -2.81 -0.67 -1.56
N -2.22 -0.10 -0.40
O -2.60 0.99 -0.03
O -1.33 -0.73 0.19
C 1.99 0.64 0.14
C 2.12 1.49 1.22
H 3.72 3.49 6.19
H 5.00 4.55 5.61
H 5.40 3.08 6.51
H 4.47 1.70 4.65
H 5.82 2.70 4.13
H 4.10 4.40 3.29
H 4.20 2.87 2.41
H 1.83 3.62 2.84
H 2.14 3.49 4.58
H 1.61 -0.72 3.71
H 1.36 -2.25 1.78
H 0.85 -4.69 -1.23
H 1.70 -3.62 -2.37
H -0.84 -2.09 -0.86
H -2.60 -3.10 -3.88
H -5.82 -2.38 -4.86
H -4.27 -2.98 -5.47
H -4.80 -1.34 -5.85
H -6.68 -0.43 -3.70
H -6.07 1.09 -3.04
H -5.67 0.61 -4.69
H -4.31 0.84 -1.52
H 2.08 1.02 -0.86
H 2.32 2.54 1.04
```

Summary:
- SMILES = CCCCOc1ccc(C(=O)OCC(=O)Nc2cc(C)c(C)cc2[N+](=O)[O-])cc1
- relative energy (zero: lowest compared OMol25 entry of this formula, charge and spin) (kcal/mol) = 65.1
- LUMO energy (hartree) = -0.0213
- 2S+1 = 1
- electronic energy (eV) = -37430.2381

=====

(3)
A single C4H4N2O molecule. Source: the Open Molecules 2025 dataset; level of theory: ωB97M-V/def2-TZVPD.

XYZ file:
```
11
C4H4N2O, DFT ωB97M-V/def2-TZVPD
O 0.62 1.89 -2.06
C 0.07 1.23 -1.27
C -0.67 0.57 -0.37
C -0.87 -0.89 -0.61
N -0.18 -1.59 0.20
C 0.59 -0.61 0.98
N -0.26 0.58 1.02
H -1.50 -1.32 -1.39
H 1.48 -0.38 0.35
H 0.90 -0.99 1.95
H 0.25 1.41 1.29
```

Summary:
- SMILES = O=C=C1C=NCN1
- relative energy (zero: lowest compared OMol25 entry of this formula, charge and spin) (kcal/mol) = 59.5
- LUMO energy (hartree) = 0.0114
- 2S+1 = 1
- electronic energy (eV) = -9237.9057